Entry from OMol25: C8H16Cl2N2NdO as an isolated structure in a non-equilibrium geometry (ωB97M-V with the def2-TZVPD basis set).

Values from the calculation:
frontier orbital gap (spin up / spin down): 4.22 / 4.25 eV
2S+1: 4
net charge: -1
HOMO (spin up / spin down): -0.0555 / -0.0565 hartree
⟨S²⟩: 3.77

```
30
Properties=species:S:1:pos:R:3:forces:R:3:lowdin_charge:R:1
Nd 1.56992 -0.39555 0.35939 2.3 -1.7 3.3 0.954
Cl 1.16169 -2.89168 -0.18819 -0.4 -1.1 -0.2 -0.259
Cl 1.34106 2.14340 1.34758 -0.2 0.6 0.4 -0.184
C 3.80470 -0.64040 0.40608 -1.2 1.2 -1.0 -0.526
H 4.06461 0.38347 0.02548 0.2 0.7 1.0 -0.180
H 3.83866 -1.01771 -0.63738 0.0 -1.4 -0.3 -0.190
C -0.80297 1.32323 -1.16396 -1.0 1.8 1.8 -0.146
C 0.27401 0.65549 -1.42452 3.2 1.2 -3.1 -0.380
H -0.73708 1.97072 -0.29494 -0.1 0.7 -0.4 0.059
C 0.28373 -0.47127 -2.39185 -0.4 -0.7 -0.2 -0.254
H 1.35085 1.06902 -1.21715 -2.2 0.1 -0.2 0.075
C -0.80555 -0.31739 -3.46819 0.7 0.1 0.4 -0.182
H 1.27664 -0.70034 -2.79606 -0.2 0.1 0.0 0.120
H 0.00820 -1.28602 -1.72163 0.1 -0.9 -0.6 0.012
C -2.14175 -0.04344 -2.80504 -0.4 0.0 0.2 -0.196
H -0.50012 0.50816 -4.11547 -0.2 0.1 -0.1 0.114
H -0.85838 -1.21718 -4.08349 0.0 0.0 0.0 0.109
C -2.11884 1.07376 -1.75319 -1.5 -0.3 -0.3 -0.187
H -2.90146 0.17604 -3.55798 0.0 -0.1 0.0 0.103
H -2.46768 -0.93082 -2.26585 0.1 -0.4 -0.2 0.113
H -2.68344 1.94355 -2.11582 1.0 0.5 -0.3 0.113
H -2.82433 0.84529 -0.95461 0.1 -0.6 0.4 0.111
N -0.43772 -1.24101 4.87653 0.1 1.1 -0.7 0.139
C 0.05211 -0.42856 3.84528 -0.1 -3.2 -2.0 -0.630
N 0.19307 0.81939 4.20802 0.9 3.0 -1.1 0.149
O 0.28366 -0.88473 2.67862 -0.5 1.0 2.6 -0.149
H -0.39640 -0.84783 5.80204 0.0 -0.4 0.0 0.082
H -0.41874 -2.22602 4.76852 0.2 -0.6 -0.2 0.088
H 0.55077 1.50426 3.48551 -0.4 -1.0 0.8 0.021
H 0.04077 1.12415 5.15226 0.0 0.0 -0.1 0.101
```
Positions in Å, forces in eV/Å.


Entry from OMol25: an isolated ion of composition C5H12NSe and charge +1 in a non-equilibrium geometry (ωB97M-V with the def2-TZVPD basis set).

Values from the calculation:
frontier orbital gap: 9.68 eV
SMILES string: CC1(C)[NH2+]CC[Se]1
2S+1: 1
net charge: +1
HOMO: -0.4764 hartree

```
19
Properties=species:S:1:pos:R:3:forces:R:3:lowdin_charge:R:1
C -1.73126 0.87981 -0.76224 -0.5 1.0 0.2 -0.093
C -0.49203 0.08155 -0.48175 -1.2 -0.7 0.6 -0.715
C -0.91695 -1.43703 -0.43951 0.9 2.9 -2.9 -0.051
N -0.00037 0.46281 0.92738 1.4 1.5 -0.5 0.038
C 1.37323 -0.14757 1.11886 -2.8 -2.3 -3.4 -0.173
C 2.23901 0.31796 -0.03218 -2.7 3.7 0.0 -0.365
Se 1.09010 0.33907 -1.69029 -0.4 0.1 1.3 1.081
H -1.68542 1.94765 -0.59962 0.5 0.4 0.0 0.091
H -2.67055 0.59193 -0.28967 0.4 -0.6 0.8 0.105
H -2.00675 0.73135 -1.76460 0.0 0.0 -1.7 0.076
H -0.01554 -1.90821 -0.63682 1.3 -2.0 0.3 0.040
H -1.56875 -1.64619 -1.28432 0.2 0.3 -0.5 0.109
H -1.52033 -1.70682 0.33219 -1.2 -0.8 2.9 0.064
H -0.72027 0.03809 1.55178 0.8 1.1 0.1 0.197
H 0.25356 1.51863 1.01914 -1.8 -1.9 -0.1 0.225
H 1.04827 -1.21580 1.07309 1.4 0.5 0.0 0.141
H 1.72241 0.06692 2.03337 1.3 0.9 3.4 0.094
H 2.59834 1.40712 0.08638 -0.4 -1.8 0.1 0.111
H 3.00330 -0.32125 -0.16118 2.8 -2.0 -0.5 0.027
```
Positions in Å, forces in eV/Å.


| no. | electronic energy (eV) |
| --- | --- |
| 1 | -53905.4265 |
| 2 | -72208.0494 |